Entry 1:
Density functional theory data (ωB97M-V/def2-TZVPD) for a structure of composition C36H34B2ClF4N7O6P2Se2Ti.

Calculated values
energy = -9471.751549 Ha
max |F| = 0.93 eV/A
E_HOMO = -7.542 eV
orbital gap = 0.1752 Ha

Each line ends with the Mulliken charge.
Cartesian coordinates (Å):
1 Ti 2.7439 2.1312 -3.2091  -1.424
2 C 0.8335 3.1268 0.6634  -1.740
3 C 1.7354 2.7795 -0.4564  0.593
4 N 1.4075 2.7887 -1.6929  1.265
5 O 0.1354 3.1130 -2.0143  -0.508
6 B -0.0343 3.1470 -3.4838  0.272
7 F 1.2578 3.6467 -3.9590  -0.279
8 F -1.0817 3.9050 -3.8413  -0.317
9 O -0.1303 1.8003 -4.0869  -0.564
10 N 0.9814 1.1096 -3.7847  1.328
11 C 1.0640 -0.1180 -4.1349  0.606
12 C 0.0721 -0.8290 -4.9753  -2.098
13 C 2.3212 -0.7547 -3.6786  0.441
14 N 3.1616 0.0801 -3.1953  1.689
15 O 4.3556 -0.3637 -2.7621  -0.549
16 B 5.2759 0.7715 -2.4689  0.293
17 F 4.9229 1.7707 -3.4873  -0.179
18 F 6.5557 0.3737 -2.5099  -0.301
19 O 4.9636 1.4547 -1.2121  -0.680
20 N 3.7213 1.9918 -1.3227  1.116
21 C 3.1401 2.3402 -0.2358  0.523
22 C 3.7664 2.3337 1.1023  -1.617
23 C 2.5365 -2.2152 -3.7713  -1.758
24 H -0.1838 3.2591 0.3116  0.413
25 H 1.1744 4.0454 1.1469  0.475
26 H 0.8805 2.3311 1.4087  0.110
27 H -0.8474 -0.2581 -5.0411  0.426
28 H -0.1367 -1.8163 -4.5705  0.484
29 H 0.5000 -0.9426 -5.9777  0.449
30 H 4.8417 2.2159 1.0185  0.463
31 H 3.3442 1.5044 1.6815  0.213
32 H 3.5229 3.2590 1.6265  0.367
33 H 2.3313 -2.5611 -4.7849  0.404
34 H 1.8245 -2.7048 -3.1002  0.215
35 H 3.5491 -2.4742 -3.4812  0.429
36 Se 1.6237 -0.2112 4.7755  -0.416
37 P -0.0163 -0.3026 3.4628  0.117
38 C -1.0597 -1.7297 3.8438  0.669
39 C -2.1933 -1.6086 4.6399  -0.267
40 C -2.9189 -2.7384 4.9857  -0.547
41 C -2.5217 -3.9890 4.5300  -0.746
42 C -1.3785 -4.1146 3.7510  -0.631
43 C -0.6411 -2.9878 3.4227  -0.368
44 C -1.0950 1.1584 3.5992  -0.015
45 C -1.8125 1.6404 2.5100  0.134
46 C -2.6364 2.7480 2.6473  -1.274
47 C -2.7503 3.3784 3.8776  -0.723
48 C -2.0306 2.9062 4.9672  -0.668
49 C -1.1981 1.8060 4.8287  -0.322
50 C 0.4467 -0.4261 1.7128  -0.109
51 C -0.1009 -0.7204 0.4428  -0.186
52 N 0.8698 -0.4627 -0.4624  0.535
53 N 1.9383 -0.0511 0.1932  -0.302
54 N 1.7047 -0.0122 1.4874  -0.610
55 P -1.5917 -1.4665 -0.2587  1.014
56 Se -1.7974 -1.0718 -2.3215  -0.387
57 C -1.4300 -3.2438 0.0493  0.479
58 C -0.1674 -3.8083 0.2022  -0.633
59 C -0.0330 -5.1833 0.3299  -0.595
60 C -1.1571 -5.9972 0.3031  -0.605
61 C -2.4167 -5.4369 0.1357  -0.763
62 C -2.5532 -4.0647 -0.0002  -0.267
63 C -3.0671 -0.9018 0.6382  0.488
64 C -3.7532 0.2002 0.1237  -0.688
65 C -4.8720 0.6905 0.7737  -0.757
66 C -5.3246 0.0772 1.9354  -0.646
67 C -4.6585 -1.0282 2.4380  -0.824
68 C -3.5318 -1.5208 1.7924  -0.081
69 H -2.5180 -0.6324 4.9777  0.318
70 H -3.8010 -2.6424 5.6063  0.496
71 H -3.0987 -4.8675 4.7896  0.409
72 H -1.0602 -5.0870 3.3975  0.467
73 H 0.2667 -3.0829 2.8404  0.565
74 H -1.7202 1.1600 1.5462  0.863
75 H -3.1900 3.1126 1.7912  0.485
76 H -3.3938 4.2424 3.9863  0.419
77 H -2.1080 3.4028 5.9258  0.410
78 H -0.6073 1.4486 5.6632  0.407
79 H 0.7097 -3.1718 0.2276  0.469
80 H 0.9509 -5.6172 0.4547  0.422
81 H -1.0516 -7.0697 0.4068  0.406
82 H -3.2935 -6.0706 0.1041  0.433
83 H -3.5340 -3.6308 -0.1520  0.471
84 H -3.4086 0.6551 -0.7967  0.309
85 H -5.3979 1.5454 0.3681  0.481
86 H -6.2025 0.4569 2.4427  0.409
87 H -5.0110 -1.5166 3.3373  0.507
88 H -3.0277 -2.3920 2.1889  0.320
89 Cl 3.9126 4.4826 -3.1945  -0.079
90 C 4.2490 4.5376 -4.9587  -0.431
91 C 3.7723 3.3000 -5.7135  0.594
92 O 3.9973 3.2154 -6.8840  -0.577
93 O 3.1168 2.4033 -5.0014  0.124
94 H 5.3234 4.6364 -5.0763  0.368
95 H 3.7425 5.4126 -5.3547  0.370

---

Entry 2:
Density functional theory data (ωB97M-V/def2-TZVPD) for a structure of composition C36H34Cl2CrN8O6S.

Calculated values
multiplicity = 5
energy = -4644.937204 Ha
max |F| = 1.10 eV/A
E_HOMO (alpha / beta) = -4.904 / -7.164 eV
<S²> = 6.053
orbital gap (alpha / beta) = 0.1707 / 0.2535 Ha

Each line ends with the Löwdin spin population.
Cartesian coordinates (Å):
1 Cr 0.3302 0.1341 -0.5780  2.850
2 C 1.5795 -0.5295 2.0692  0.002
3 N 0.3499 0.1221 1.5804  -0.007
4 C -0.9299 -0.5100 1.9695  0.003
5 C -1.9575 0.0808 1.0525  0.012
6 N -1.6343 0.3661 -0.1716  -0.002
7 C -2.7338 0.9758 -0.7574  0.003
8 C -2.9129 1.4790 -2.0418  0.000
9 C -4.1393 2.0489 -2.3222  0.001
10 C -5.1622 2.1135 -1.3580  0.000
11 C -4.9922 1.6026 -0.0863  0.001
12 C -3.7548 1.0311 0.1882  0.001
13 N -3.2164 0.4603 1.3408  0.006
14 C 2.6428 -0.3352 1.0307  0.006
15 N 2.3600 0.0069 -0.1939  -0.001
16 C 3.5547 -0.0296 -0.9111  0.004
17 C 3.8020 0.2011 -2.2599  0.001
18 C 5.1029 0.0442 -2.6890  0.000
19 C 6.1337 -0.3226 -1.8053  0.000
20 C 5.8934 -0.5489 -0.4649  0.000
21 C 4.5766 -0.4018 -0.0430  0.000
22 N 3.9599 -0.5752 1.1970  0.003
23 H 1.3840 -1.5977 2.1804  0.000
24 H 1.9001 -0.1473 3.0392  0.000
25 H 0.3479 1.1060 1.8321  0.001
26 H -1.1891 -0.3785 3.0210  0.000
27 H -0.8365 -1.5742 1.7485  0.000
28 H -2.1171 1.4183 -2.7763  0.000
29 H -4.3170 2.4600 -3.3089  0.000
30 H -6.1045 2.5816 -1.6172  0.000
31 H -5.7793 1.6524 0.6570  0.000
32 H -3.7049 0.2915 2.2012  0.000
33 H 2.9941 0.4605 -2.9344  0.000
34 H 5.3353 0.1968 -3.7362  0.000
35 H 7.1412 -0.4361 -2.1852  0.000
36 H 6.6877 -0.8286 0.2166  0.000
37 H 4.3902 -0.9291 2.0325  0.000
38 Cl 1.4391 4.7647 -6.1204  -0.010
39 C 1.0722 3.4627 -5.0093  0.006
40 C 0.7480 2.2157 -5.5243  0.160
41 C 0.4479 1.1902 -4.6247  0.012
42 Cl 0.0246 -0.3793 -5.2487  -0.009
43 C 0.4757 1.3568 -3.2480  0.090
44 O 0.2085 0.3277 -2.4441  0.109
45 C 0.7920 2.6606 -2.7379  0.039
46 C 0.7914 2.9332 -1.3609  0.331
47 O 0.5153 2.0899 -0.3709  0.199
48 C 1.0957 3.6981 -3.6589  0.128
49 H 0.7318 2.0323 -6.5893  0.011
50 H 1.0401 3.9499 -1.0594  0.017
51 H 1.3428 4.6847 -3.2835  0.005
52 C 1.3771 -0.4344 5.4477  0.000
53 C 1.5963 -1.7104 4.6779  0.000
54 C 2.8790 -2.2175 4.4787  0.000
55 C 3.0810 -3.4005 3.7828  0.000
56 C 1.9853 -4.0737 3.2651  0.000
57 C 0.6981 -3.5909 3.4500  0.000
58 C 0.5123 -2.4145 4.1616  0.000
59 S 2.2139 -5.6019 2.4160  0.000
60 O 0.9135 -6.0721 2.0260  0.000
61 O 3.0658 -6.4612 3.1843  0.000
62 N 3.1126 -5.0688 1.1463  0.000
63 C 2.6241 -3.9061 0.3729  0.000
64 C 1.2720 -4.0227 -0.3308  -0.001
65 C 1.0561 -2.6746 -0.9911  0.006
66 O 1.6809 -2.3970 -1.9958  0.008
67 O 0.3005 -1.8675 -0.2741  0.013
68 H 2.3220 0.0172 5.7488  0.000
69 H 0.7913 -0.6254 6.3497  0.000
70 H 0.8228 0.2947 4.8515  0.000
71 H 3.7315 -1.6894 4.8945  0.000
72 H 4.0766 -3.8108 3.6457  0.000
73 H -0.1365 -4.1470 3.0386  0.000
74 H -0.4945 -2.0438 4.3268  0.000
75 H 3.3447 -5.8777 0.5709  0.000
76 H 3.3862 -3.6676 -0.3667  0.000
77 H 2.5777 -3.0731 1.0780  0.000
78 H 0.4824 -4.2324 0.3885  0.000
79 H 1.2970 -4.8117 -1.0823  0.000
80 N -4.7784 -3.2367 -0.9489  0.000
81 C -3.8881 -4.0626 -0.2999  0.000
82 C -2.6898 -3.4138 -0.3593  0.000
83 N -2.8242 -2.2136 -1.0289  0.000
84 C -4.0860 -2.1424 -1.3716  0.000
85 H -5.7483 -3.4304 -1.1134  0.000
86 H -4.1850 -5.0091 0.1238  0.000
87 H -1.7257 -3.7321 0.0103  0.000
88 H -4.5444 -1.3352 -1.9298  0.000